Below is a molecular structure, C40H45F5GaN8O2 in a non-equilibrium geometry, with properties calculated with ωB97M-V/def2-TZVPD.

**Lowest unoccupied orbital energy**: 1.85 eV
**HOMO**: -5.09 eV
**Relative energy (zero: lowest compared OMol25 entry of this formula, charge and spin)**: 875.5 kJ/mol

ORCA input file:
```
! wB97M-V def2-TZVPD RIJCOSX def2/J DEFGRID3
* xyz -1 1
C 0.57 -2.23 4.50
N 0.54 -1.46 3.19
C -0.52 -2.09 2.27
C 1.90 -1.47 2.50
O 2.65 -2.56 2.36
C 2.52 -0.03 1.94
Ga 2.94 -0.07 -0.11
C 1.29 0.36 -1.28
C 1.59 0.53 -2.88
C 2.70 -0.50 -3.50
C 2.11 -2.03 -3.80
F 1.09 -2.42 -2.79
F 1.40 -1.93 -5.13
C 3.31 -3.14 -4.02
F 3.88 -3.09 -5.41
F 2.69 -4.48 -3.79
F 4.43 -3.01 -3.06
N 4.49 1.06 -0.58
C 5.60 0.63 0.13
O 6.79 0.08 0.48
H 0.68 -3.38 4.26
H -0.40 -2.02 5.17
H 1.57 -1.90 5.07
H -1.45 -1.36 2.20
H -0.88 -3.11 2.75
H -0.07 -2.31 1.19
H 3.50 0.22 2.54
H 1.68 0.78 2.14
H 3.41 -1.58 -0.44
H 0.44 -0.43 -1.02
H 0.86 1.41 -0.90
H 0.56 0.28 -3.44
H 1.83 1.65 -3.21
H 2.97 -0.08 -4.59
H 3.72 -0.53 -2.92
N -2.80 -2.38 4.99
C -3.76 -1.45 4.82
C -5.07 -1.59 5.27
C -5.40 -2.76 5.94
C -4.43 -3.74 6.13
C -3.16 -3.50 5.65
H -3.45 -0.55 4.29
H -5.80 -0.81 5.11
H -6.41 -2.91 6.31
H -4.66 -4.67 6.65
H -2.36 -4.23 5.77
N -4.35 1.43 6.09
C -5.44 1.59 6.88
C -5.49 2.44 7.97
C -4.35 3.17 8.28
C -3.21 3.04 7.49
C -3.26 2.16 6.42
H -6.30 0.99 6.59
H -6.39 2.52 8.56
H -4.35 3.85 9.13
H -2.31 3.60 7.71
H -2.40 2.02 5.77
N 0.35 3.30 -4.83
C 1.34 3.90 -5.52
C 1.14 4.59 -6.71
C -0.15 4.66 -7.22
C -1.19 4.05 -6.53
C -0.90 3.39 -5.35
H 2.33 3.82 -5.08
H 1.97 5.06 -7.22
H -0.34 5.19 -8.15
H -2.21 4.09 -6.90
H -1.68 2.90 -4.77
N 1.18 -1.54 7.63
C 0.43 -2.09 8.61
C 0.82 -2.14 9.94
C 2.06 -1.61 10.28
C 2.86 -1.05 9.29
C 2.38 -1.03 7.99
H -0.52 -2.49 8.29
H 0.18 -2.59 10.68
H 2.40 -1.64 11.31
H 3.83 -0.62 9.53
H 2.96 -0.60 7.18
N -1.24 8.01 -6.92
C -0.25 8.61 -7.61
C -0.44 9.30 -8.80
C -1.74 9.37 -9.31
C -2.78 8.76 -8.62
C -2.48 8.10 -7.44
H 0.74 8.52 -7.17
H 0.39 9.76 -9.31
H -1.93 9.90 -10.24
H -3.79 8.80 -8.99
H -3.26 7.61 -6.86
N 2.03 -8.48 -7.89
C 0.94 -8.33 -7.10
C 0.89 -7.48 -6.01
C 2.03 -6.74 -5.70
C 3.17 -6.88 -6.49
C 3.12 -7.75 -7.56
H 0.08 -8.93 -7.39
H -0.01 -7.40 -5.42
H 2.03 -6.07 -4.85
H 4.07 -6.32 -6.27
H 3.98 -7.89 -8.21
*
```